Entry 1:
Below is C18H16Co2NO6 as an isolated structure at a distorted geometry, with properties calculated with ωB97M-V/def2-TZVPD.

Last column: natural (NBO) charge in e.
CARTESIAN COORDINATES (ANGSTROEM)
1 Co 0.503565 -0.438233 -0.649827  -0.05
2 Co 1.945994 1.485911 -1.333065  -0.11
3 O -0.031083 3.206878 -0.063033  -0.54
4 O -0.748992 -1.358233 -3.101810  -0.56
5 O -1.490940 0.640248 1.173711  -0.60
6 O 3.785626 3.670863 -1.970895  -0.52
7 O 0.598057 1.329649 -3.954561  -0.54
8 O 0.804515 -3.173028 0.214634  -0.55
9 N -3.729346 0.887211 -0.959691  -0.85
10 C 1.066916 1.197758 -2.905067  0.52
11 C 3.137227 0.204418 -1.252729  -0.09
12 C 2.640356 0.041082 1.304034  -0.09
13 C -0.680224 0.250387 0.431662  0.44
14 C 1.763903 0.444818 2.332276  -0.19
15 C 0.697936 2.453384 -0.550870  0.57
16 C -0.216581 -0.893854 -2.185228  0.46
17 C 0.665813 -2.070157 -0.117467  0.56
18 C 4.022515 -1.069073 2.974851  -0.23
19 C -5.209003 -0.099223 0.708653  -0.61
20 C 3.045356 2.812338 -1.737009  0.63
21 C -4.343819 -0.364824 -0.510183  -0.06
22 C 1.949224 -0.003857 3.641371  -0.22
23 C 3.079299 -0.762541 3.964557  -0.24
24 C 4.093282 -0.525772 -1.838559  -0.56
25 C -5.142578 -0.983752 -1.636161  -0.61
26 C 2.307958 0.270394 -0.096110  -0.31
27 C 3.818907 -0.654434 1.652914  -0.16
28 H 0.930623 1.101582 2.073085  0.21
29 H 4.389124 -1.517176 -1.483646  0.19
30 H 4.920244 -1.630966 3.224896  0.20
31 H -5.896905 -0.276607 -1.993550  0.20
32 H 4.538103 -0.891154 0.867697  0.21
33 H -3.538913 -1.065681 -0.218210  0.17
34 H 1.215670 0.262037 4.404811  0.20
35 H -5.958467 0.670755 0.492407  0.20
36 H 4.583221 -0.128090 -2.731727  0.18
37 H -3.114023 0.707361 -1.753407  0.36
38 H -5.653761 -1.890598 -1.302441  0.20
39 H 3.230267 -1.094315 4.992740  0.20
40 H -4.492797 -1.247189 -2.473741  0.21
41 H -5.737858 -1.005641 1.021402  0.20
42 H -4.598869 0.241814 1.550856  0.21
43 H -3.149541 1.265512 -0.207571  0.37

Atomic forces in eV per Å
-0.240 0.629 -0.717
-2.692 4.062 -2.559
0.848 -1.278 -0.631
0.309 0.451 0.531
0.977 -0.589 -0.822
-1.197 -1.398 0.326
0.519 -0.584 1.526
-0.517 1.222 -0.286
-0.093 0.246 -0.021
-0.088 1.051 -1.760
1.954 -3.208 1.619
0.662 0.285 0.741
-1.565 0.746 1.454
0.333 -0.250 0.169
-1.217 2.161 1.177
-0.692 -1.030 -0.834
1.367 -1.424 0.410
-0.296 0.350 -0.097
-0.111 0.068 0.187
1.228 1.076 -0.178
0.615 -0.074 0.171
0.182 0.341 -0.414
0.114 -0.096 -0.151
-0.086 0.678 -0.189
-0.118 -0.022 -0.179
0.770 -2.845 0.351
-0.570 -0.046 0.310
0.200 -0.377 0.192
0.027 0.393 0.074
-0.150 0.084 0.021
0.042 -0.010 0.010
-0.226 -0.005 0.224
-0.315 -0.093 0.018
0.265 -0.056 -0.140
0.116 -0.054 -0.042
-0.159 -0.392 0.040
-0.080 0.048 0.275
0.073 0.016 -0.015
-0.020 0.016 -0.271
-0.037 0.011 -0.014
0.108 0.047 -0.028
-0.061 0.009 -0.080
-0.177 -0.161 -0.399

Properties
DFT total energy in eV: -107953.8911
HOMO level in eV: -4.4
Orbital gap in eV: 7.35
2S+1: 1
Total charge: -1
F_max in hartree/bohr: 0.1070

Entry 2:
Below is a single C18H16F3NO5S2 molecule at a distorted geometry, with properties calculated with ωB97M-V/def2-TZVPD.

Last column: natural (NBO) charge in e.
CARTESIAN COORDINATES (ANGSTROEM)
1 S 2.159619 -1.954605 -0.825837  2.22
2 S -4.755507 0.404945 4.812302  0.24
3 F 5.527572 3.512798 -4.113475  -0.32
4 F 6.703100 1.851493 -3.050999  -0.31
5 F 7.014982 2.230630 -5.268395  -0.29
6 O 2.310803 -3.387227 -0.981671  -0.89
7 O 2.922123 -1.528869 0.373179  -0.91
8 O -1.829979 1.073435 4.504884  -0.51
9 O 5.070301 1.399501 -4.782449  -0.51
10 O -6.588664 1.818359 3.656300  -0.57
11 N 0.523506 -1.294074 -0.981638  -0.67
12 C 0.154555 -1.128835 1.381864  -0.24
13 C 6.104390 2.253254 -4.271767  1.17
14 C -7.700705 0.174435 4.954271  -0.71
15 C 4.480064 -0.807984 -3.934705  -0.25
16 C 3.640019 1.222814 -2.904393  -0.24
17 C -1.869696 0.648028 1.030660  -0.19
18 C -0.506477 -0.713984 2.513106  -0.16
19 C 4.400814 0.577220 -3.921523  0.29
20 C 2.922639 0.483655 -1.926274  -0.15
21 C 3.023683 -0.968771 -2.020270  -0.32
22 C -1.105648 0.335525 -0.023467  -0.27
23 C -0.106293 -0.638945 0.071261  0.25
24 C -6.425242 0.818142 4.347774  0.40
25 C 3.809183 -1.523518 -3.005122  -0.19
26 C -0.211331 -1.873868 -2.082237  -0.42
27 C -3.841031 1.070290 3.396489  -0.61
28 C -2.403139 0.673184 3.534879  0.56
29 C -1.581474 0.205947 2.348845  -0.13
30 H -4.145980 0.623151 2.486787  0.22
31 H -1.172980 -1.358410 -2.173640  0.23
32 H -0.412409 -2.997381 -1.833781  0.22
33 H -2.653702 1.236238 0.694590  0.22
34 H -7.925200 -0.736528 4.334211  0.24
35 H 3.634013 2.325506 -2.703861  0.24
36 H -8.577098 0.811737 4.797485  0.25
37 H -3.964995 2.111271 3.332127  0.26
38 H -1.384224 0.775336 -0.994738  0.22
39 H -0.170440 -1.040927 3.475595  0.24
40 H 3.857288 -2.662096 -2.899295  0.25
41 H 0.873030 -1.866314 1.601114  0.23
42 H 0.378335 -1.687254 -3.005744  0.22
43 H 2.339801 0.944986 -1.211581  0.23
44 H -7.606880 -0.133837 6.008534  0.23
45 H 5.089276 -1.278452 -4.739394  0.24

Atomic forces in eV per Å
2.720 0.719 2.878
-0.300 -1.008 0.147
1.789 -2.134 -0.045
-1.612 1.018 -3.053
-0.644 0.810 1.776
-1.572 0.946 -1.374
-2.538 0.309 -1.168
1.009 -0.516 1.593
2.150 0.623 0.459
0.261 -1.437 0.076
2.488 -0.354 -0.164
-0.468 0.570 -0.284
-1.225 -0.712 -0.243
0.631 -1.368 -0.713
1.610 1.149 -2.464
-0.652 -0.248 1.631
0.426 -0.606 2.647
-1.330 2.118 -0.896
-1.188 0.856 2.670
2.157 -2.838 -3.245
-0.801 2.729 -0.812
1.631 -1.195 -2.963
-0.053 -1.032 2.752
-1.311 2.688 -0.116
-1.188 -3.566 1.918
-0.223 -1.466 -0.028
-0.356 -1.780 -0.052
0.977 1.837 -0.976
-0.486 -0.916 -0.494
-1.116 -0.387 -0.836
0.246 -0.126 0.020
0.363 1.853 -0.945
-1.790 1.377 0.598
0.355 0.535 0.702
0.157 -1.077 -0.904
0.580 0.266 0.157
0.076 1.417 0.035
0.303 -0.375 0.392
-0.194 -0.197 0.402
0.163 1.641 -0.776
0.938 -0.814 -0.491
-0.553 -0.618 0.340
-1.021 0.914 1.470
0.098 0.133 -0.471
-0.506 0.267 0.850

Properties
DFT total energy in eV: -60472.6669
HOMO level in eV: -8.9
Orbital gap in eV: 8.85
2S+1: 1
F_max in hartree/bohr: 0.0937
Structure (SMILES): CC(=O)SCC(=O)c1ccc(N(C)S(=O)(=O)c2ccc(OC(F)(F)F)cc2)cc1

Entry 3:
Below is C18H16FeNO3 as an isolated structure at a distorted geometry, with properties calculated with ωB97M-V/def2-TZVPD.

Last column: Löwdin spin population.
CARTESIAN COORDINATES (ANGSTROEM)
1 Fe 0.816046 -0.021835 3.134296  2.20
2 O -0.649050 -2.404476 3.901890  0.08
3 O -1.702428 1.193020 3.890371  0.02
4 O 1.239746 0.430107 5.937045  -0.01
5 N 0.938319 -0.461654 -1.619913  0.10
6 C 2.367392 -0.374549 -1.953248  0.02
7 C 1.076669 2.129042 1.006747  0.10
8 C -3.605374 -1.434245 -2.686118  -0.01
9 C 1.282170 0.338256 4.776529  0.02
10 C -1.785138 0.699762 -2.542667  0.05
11 C 0.809318 1.498500 -0.161546  0.31
12 C 0.496746 0.055825 -0.338611  0.09
13 C -3.157654 0.945583 -2.523759  -0.01
14 C -0.671308 0.863280 3.468093  0.03
15 C 0.974609 -0.763642 0.908327  0.11
16 C 2.600700 0.533184 2.246454  -0.04
17 C 2.207711 -0.632994 1.563189  0.10
18 C 1.685706 1.635700 2.230977  0.20
19 C -2.240082 -1.696638 -2.725822  0.05
20 C 0.107577 -0.952956 -2.522068  0.33
21 C -4.064497 -0.118444 -2.560503  0.05
22 C 0.082770 -1.572409 3.551945  0.09
23 C -1.305301 -0.639132 -2.600266  0.03
24 H 2.704965 0.669225 -1.920035  0.01
25 H 0.826681 3.201043 1.041266  0.01
26 H -5.135783 0.083275 -2.498107  0.00
27 H 2.858293 -1.516618 1.633350  0.01
28 H 1.819168 2.417953 2.990250  0.00
29 H -0.600909 -0.054504 -0.258183  0.02
30 H 2.966895 -0.966419 -1.252081  0.00
31 H 0.527330 -1.693608 -3.216895  0.02
32 H -1.858041 -2.718549 -2.799605  0.00
33 H -3.513863 1.972690 -2.479937  0.00
34 H 0.700964 2.092303 -1.075204  0.01
35 H -4.318526 -2.256029 -2.755836  0.00
36 H 0.584064 -1.791505 0.836595  0.00
37 H 2.496611 -0.769418 -2.965518  0.00
38 H 3.509442 0.557018 2.856762  0.00
39 H -1.071938 1.523839 -2.518145  0.00

Atomic forces in eV per Å
1.321 -0.400 -2.716
2.201 2.469 -1.051
3.107 -0.674 -1.375
0.471 -0.135 -3.296
1.020 0.729 0.921
0.053 -0.277 0.242
0.264 0.259 2.245
0.064 0.126 -0.069
0.399 0.806 6.625
-0.054 -0.731 0.220
-0.388 -0.384 -1.302
-0.698 0.446 1.816
0.257 -0.195 0.018
-6.173 2.084 1.966
0.129 -0.870 -1.653
-0.388 0.101 0.019
1.336 -0.606 -1.063
2.132 3.436 -2.378
0.283 0.377 0.084
-0.726 -1.023 -1.040
0.061 0.016 -0.035
-3.989 -6.241 1.978
-0.756 0.199 0.114
-0.080 -0.252 -0.070
0.168 -0.438 0.018
0.353 -0.083 -0.096
-0.388 0.217 0.476
0.159 -0.310 -0.461
0.328 0.165 -0.658
-0.061 0.138 -0.100
-0.164 0.343 0.278
-0.237 0.307 -0.001
0.020 -0.228 0.000
-0.102 0.046 0.403
0.202 0.234 0.050
0.441 0.323 -0.173
0.074 0.162 0.299
-0.438 0.033 -0.215
-0.203 -0.170 -0.021

Properties
DFT total energy in eV: -60931.8111
HOMO level (alpha / beta) in eV: -8.8 / -12.1
Orbital gap (alpha / beta) in eV: 4.29 / 6.06
2S+1: 5
Total charge: +1
F_max in hartree/bohr: 0.1491